1.
C44H56N2O4PRuS5 as an isolated structure at a distorted geometry, computed with ωB97M-V with the def2-TZVPD basis set.

Computed properties:
<S²> = 8.782
LUMO level (alpha / beta) = -0.2 / -2.2 eV
Multiplicity = 6

Cartesian coordinates (Å):
Ru: -1.411 11.467 23.375
C: 2.169 10.180 23.939
C: 1.681 9.767 25.289
C: 2.822 9.468 26.258
P: 0.309 11.040 25.817
C: 0.055 10.616 27.571
C: -0.423 9.169 27.682
C: -0.960 11.589 28.164
C: 0.979 12.730 25.780
C: 1.969 13.154 26.633
C: 2.546 14.404 26.512
C: 3.704 14.753 27.470
C: 2.089 15.267 25.513
C: 0.991 14.861 24.729
C: 0.469 13.560 24.773
N: -0.605 13.286 23.916
C: -1.512 14.380 23.640
C: -1.615 14.973 22.404
C: -0.770 14.514 21.259
C: -2.492 16.024 22.270
C: -3.303 16.465 23.309
C: -4.308 17.561 23.090
C: -3.150 15.912 24.577
C: -2.208 14.926 24.776
C: -2.005 14.415 26.173
H: 2.701 9.404 23.414
H: 2.901 10.983 24.001
H: 1.394 10.445 23.244
H: 1.077 8.861 25.173
H: 3.475 10.312 26.419
H: 3.432 8.686 25.829
H: 2.454 9.021 27.154
H: 1.005 10.783 28.093
H: -1.144 8.977 26.922
H: -0.715 8.918 28.722
H: 0.407 8.460 27.499
H: -1.956 11.319 27.853
H: -0.744 12.618 27.904
H: -0.977 11.641 29.266
H: 2.318 12.428 27.375
H: 3.745 14.086 28.314
H: 3.549 15.730 27.860
H: 4.660 14.690 26.950
H: 2.470 16.286 25.397
H: 0.590 15.592 23.995
H: 0.110 13.922 21.601
H: -0.423 15.409 20.662
H: -1.342 13.882 20.577
H: -2.619 16.500 21.303
H: -4.996 17.599 23.932
H: -4.926 17.440 22.196
H: -3.829 18.538 23.049
H: -3.692 16.253 25.449
H: -2.844 14.644 26.801
H: -1.129 14.935 26.577
H: -1.773 13.401 26.279
C: -4.434 8.981 21.843
C: -4.274 10.148 20.938
S: -3.303 11.639 21.380
C: -4.493 12.840 22.014
C: -5.068 12.507 23.407
S: -3.793 12.111 24.611
C: -4.433 10.630 25.444
C: -4.370 9.278 24.690
S: -5.575 9.071 23.270
H: -3.458 8.680 22.212
H: -4.761 8.120 21.248
H: -5.223 10.572 20.641
H: -3.798 9.794 20.038
H: -5.324 12.872 21.314
H: -4.050 13.809 21.912
H: -5.760 11.699 23.278
H: -5.646 13.383 23.803
H: -5.421 10.837 25.860
H: -3.870 10.602 26.380
H: -4.571 8.510 25.443
H: -3.377 9.050 24.271
C: -4.893 1.805 20.783
C: -4.042 3.003 20.940
O: -4.314 4.098 20.514
S: -2.555 2.581 21.936
C: -2.035 4.210 22.422
C: -0.754 4.724 22.378
C: -0.358 5.963 22.882
C: -1.408 6.784 23.345
C: -2.710 6.248 23.467
C: -3.017 4.958 23.003
C: -1.168 8.166 23.636
C: -1.253 9.376 23.668
H: -5.628 1.877 21.575
H: -4.352 0.851 20.916
H: -5.462 1.783 19.853
H: -0.013 4.091 21.895
H: 0.642 6.368 22.777
H: -3.496 6.855 23.880
H: -4.058 4.605 23.082
N: -0.219 10.609 21.253
C: 0.477 11.470 20.331
C: 1.747 11.900 20.702
C: 2.410 12.827 19.885
C: 1.776 13.200 18.685
C: 0.543 12.708 18.339
C: -0.148 11.816 19.171
S: 2.499 14.512 17.678
O: 2.190 15.678 18.526
O: 1.734 14.502 16.469
O: 3.862 14.065 17.606
H: 0.334 9.879 21.703
H: -0.940 10.097 20.779
H: 2.095 11.743 21.679
H: 3.374 13.176 20.182
H: 0.076 12.933 17.401
H: -1.139 11.437 18.905

Atomic forces in eV per Å
Ru 0.2 -0.2 0.3
C 0.8 0.2 -0.5
C -1.1 0.6 0.5
C -0.4 -0.1 -0.8
P 0.5 -0.8 -0.8
C 0.0 0.5 0.7
C 1.8 -0.4 1.0
C 0.1 0.3 0.9
C -0.5 -1.4 -0.8
C 0.2 -0.4 0.0
C 1.3 0.3 0.9
C -0.8 -0.4 -1.2
C -1.3 -0.4 0.0
C 1.0 1.2 -0.6
C -0.1 1.7 0.3
N -0.4 -0.8 -0.2
C 0.4 0.0 2.4
C 0.5 -0.5 -0.5
C 0.9 0.6 -0.6
C -1.1 0.6 -0.1
C -0.2 0.3 -0.2
C -0.3 0.1 0.2
C 0.6 -0.2 -0.3
C -0.1 -1.1 -0.7
C 0.7 1.7 -0.2
H 0.3 -0.8 0.0
H -0.1 0.4 0.0
H -0.5 0.5 0.0
H 0.0 0.1 0.1
H 0.1 0.4 0.3
H 0.3 -0.2 -0.4
H -0.2 0.1 1.0
H 0.0 -0.3 0.0
H -1.0 -0.3 -0.3
H -0.4 0.3 -0.7
H -0.3 0.3 -0.1
H -0.5 0.1 -0.3
H 0.0 0.2 -0.4
H 0.2 -0.6 -0.3
H 0.0 0.5 -0.1
H -0.1 -0.4 0.2
H 0.1 1.0 0.2
H 0.0 0.2 0.0
H 0.0 -0.5 0.1
H 0.3 -0.7 0.6
H -0.6 0.6 -0.3
H -0.2 -1.1 0.6
H 0.0 0.0 -0.1
H 0.2 0.0 -0.1
H -0.1 0.0 0.1
H 0.3 -0.1 0.0
H 0.1 0.0 -0.1
H -0.2 0.2 -0.2
H -0.5 0.2 0.2
H -0.1 0.1 0.2
H 0.1 -1.6 -0.3
C 0.2 -1.0 0.8
C -0.3 1.1 -0.2
S 0.3 0.1 0.1
C -0.9 -0.9 0.2
C -0.2 1.5 -0.4
S -0.1 -0.3 0.5
C 0.0 -0.4 -0.1
C -0.3 0.3 -0.1
S 0.8 0.2 0.5
H 0.2 -0.1 0.2
H -0.2 0.2 0.0
H -0.4 0.0 -0.2
H 0.3 -0.1 -0.4
H -0.2 -0.1 -0.1
H 0.7 0.5 0.3
H -0.2 -0.6 0.2
H 0.5 -0.6 -0.4
H -0.3 0.1 -0.6
H 0.5 -0.3 -0.2
H -0.2 -0.1 -0.2
H -0.4 0.4 0.3
C -0.4 -1.1 -0.2
C 0.7 0.8 -0.3
O 0.4 -0.7 0.5
S 0.0 0.4 -0.6
C -0.3 -0.3 0.2
C 1.6 -0.8 -0.6
C -1.8 0.0 -0.5
C 0.3 -0.6 0.4
C 0.4 -0.5 -0.6
C -1.0 1.9 1.1
C -0.5 -0.6 -0.2
C 0.2 0.8 -0.2
H -0.3 -0.1 0.4
H -0.1 0.5 -0.1
H 0.3 0.2 -0.1
H 0.1 0.1 0.1
H -0.1 -0.3 0.0
H -0.1 0.1 0.1
H 0.7 0.2 0.0
N -0.1 0.0 0.7
C 0.0 -1.3 1.3
C -0.3 1.8 -1.6
C -1.6 -1.3 -0.3
C 0.6 0.6 0.2
C -0.8 -1.0 0.3
C 0.4 0.6 -0.7
S -1.2 0.2 2.2
O 0.8 -0.5 -0.5
O -0.3 -0.1 -1.4
O 1.1 0.4 -0.3
H 0.2 0.4 -0.3
H -0.5 -0.1 -0.3
H 0.6 -0.6 1.1
H 0.4 0.5 -0.1
H 0.1 0.6 -0.4
H 0.3 0.1 0.1

***

2.
C44H59AlCl3GeNO4P2Si as an isolated structure at a distorted geometry, computed with ωB97M-V with the def2-TZVPD basis set.

Computed properties:
Energy above the lowest of the compared OMol25 structures with the same formula, charge and spin = 0.0 kcal/mol
<S²> = 0.753
Total charge = +1
LUMO level (alpha / beta) = -4.2 / -4.2 eV
Multiplicity = 2

Cartesian coordinates (Å):
Al: 0.366 1.816 1.285
C: -0.985 -2.315 2.619
Si: -1.286 -1.317 1.049
C: -1.633 -2.448 -0.447
C: -2.901 -2.970 -0.718
C: -3.094 -3.815 -1.802
C: -2.024 -4.158 -2.616
C: -0.755 -3.667 -2.343
C: -0.555 -2.820 -1.258
P: 1.029 -2.170 -0.624
C: 1.553 -3.693 0.335
C: 2.602 -3.334 1.398
C: 3.176 -4.605 2.019
C: 3.995 -5.390 0.977
C: 3.494 -5.139 -0.455
C: 1.981 -4.932 -0.481
C: 2.137 -2.080 -2.121
C: 3.526 -1.536 -1.765
C: 4.401 -1.403 -3.012
C: 3.736 -0.492 -4.041
C: 2.364 -1.044 -4.420
C: 1.481 -1.186 -3.179
C: -2.876 -0.299 1.273
C: -3.949 -1.011 1.822
C: -5.237 -0.502 1.840
C: -5.483 0.751 1.306
C: -4.431 1.495 0.803
C: -3.124 0.998 0.796
P: -1.811 2.109 0.179
C: -2.190 3.792 0.882
C: -3.248 4.742 0.278
C: -3.699 5.775 1.328
C: -2.557 6.129 2.277
C: -2.200 4.916 3.150
C: -2.432 3.597 2.394
C: -1.944 2.010 -1.666
C: -1.990 0.530 -2.071
C: -1.984 0.386 -3.592
C: -3.142 1.164 -4.213
C: -3.068 2.634 -3.809
C: -3.101 2.795 -2.287
H: -1.568 -3.239 2.593
H: -1.291 -1.735 3.493
H: 0.066 -2.589 2.743
H: -3.747 -2.698 -0.101
H: -4.082 -4.205 -2.014
H: -2.174 -4.822 -3.458
H: 0.073 -3.961 -2.978
H: 0.624 -3.946 0.857
H: 2.139 -2.705 2.163
H: 3.419 -2.754 0.957
H: 2.352 -5.218 2.393
H: 3.805 -4.354 2.875
H: 3.941 -6.457 1.203
H: 5.046 -5.103 1.043
H: 3.757 -5.986 -1.091
H: 3.989 -4.262 -0.878
H: 1.507 -5.814 -0.041
H: 1.622 -4.875 -1.509
H: 2.247 -3.095 -2.519
H: 4.016 -2.185 -1.036
H: 3.414 -0.549 -1.302
H: 4.554 -2.392 -3.457
H: 5.382 -1.012 -2.735
H: 4.367 -0.393 -4.926
H: 3.614 0.508 -3.609
H: 2.485 -2.024 -4.894
H: 1.875 -0.391 -5.146
H: 0.505 -1.576 -3.461
H: 1.324 -0.189 -2.747
H: -3.778 -2.001 2.232
H: -6.047 -1.089 2.255
H: -6.486 1.159 1.295
H: -4.630 2.484 0.425
H: -1.241 4.313 0.769
H: -4.125 4.230 -0.109
H: -2.792 5.266 -0.563
H: -4.536 5.380 1.911
H: -4.059 6.665 0.813
H: -2.835 6.969 2.913
H: -1.688 6.447 1.693
H: -2.813 4.917 4.053
H: -1.157 4.983 3.463
H: -3.454 3.249 2.545
H: -1.780 2.818 2.803
H: -1.016 2.440 -2.054
H: -2.898 0.066 -1.675
H: -1.133 -0.001 -1.641
H: -2.053 -0.671 -3.856
H: -1.040 0.771 -3.994
H: -4.092 0.739 -3.873
H: -3.112 1.076 -5.300
H: -3.898 3.191 -4.247
H: -2.141 3.073 -4.192
H: -4.058 2.424 -1.906
H: -3.011 3.851 -2.041
O: -0.010 0.884 2.776
C: 0.917 0.697 3.629
C: 2.290 0.863 3.371
C: 3.204 0.812 4.443
C: 4.530 1.015 4.209
C: 5.022 1.245 2.914
C: 4.158 1.266 1.849
C: 2.785 1.087 2.045
O: 1.972 1.086 1.009
N: 5.465 1.018 5.342
O: 6.647 1.118 5.085
O: 4.992 0.915 6.455
H: 0.591 0.386 4.621
H: 2.859 0.637 5.455
H: 6.083 1.404 2.782
H: 4.513 1.439 0.842
Cl: 0.994 3.774 1.797
Ge: 1.554 3.236 -1.108
Cl: 0.358 5.000 -1.661
Cl: 3.542 4.075 -1.078

Atomic forces in eV per Å
Al -0.4 -0.8 -0.9
C 0.0 0.1 0.0
Si -0.1 0.2 -0.4
C -0.1 0.0 0.4
C 0.1 0.1 -0.2
C -0.1 0.0 0.0
C 0.1 0.0 0.0
C 0.0 0.0 0.0
C 0.0 0.2 0.1
P 0.3 -0.4 -0.2
C 0.1 0.2 -0.1
C 0.0 -0.1 0.0
C 0.1 0.1 -0.1
C -0.1 0.1 0.0
C -0.1 0.0 0.1
C 0.0 0.0 0.1
C -0.2 0.1 0.3
C 0.0 -0.1 -0.1
C -0.1 0.1 0.0
C 0.0 -0.2 0.0
C 0.0 0.1 0.1
C 0.1 -0.1 -0.1
C 0.1 -0.1 0.1
C 0.0 0.0 0.0
C -0.1 -0.1 0.0
C 0.0 0.0 0.0
C 0.1 0.1 0.0
C 0.1 -0.2 0.2
P -0.5 0.3 0.0
C -0.1 -0.2 0.0
C 0.0 0.1 0.1
C 0.1 0.0 0.0
C -0.1 -0.1 0.0
C 0.0 0.0 -0.2
C 0.1 0.2 -0.1
C 0.2 -0.1 0.1
C 0.2 0.1 -0.1
C -0.1 0.0 0.0
C 0.2 0.1 0.0
C -0.1 -0.1 0.1
C 0.1 0.1 -0.1
H 0.0 0.0 0.0
H 0.0 0.0 0.0
H -0.1 0.0 0.0
H 0.0 0.0 0.0
H 0.0 0.0 0.0
H 0.0 0.0 0.0
H 0.0 0.0 0.0
H 0.0 0.0 0.0
H 0.1 0.1 0.0
H 0.0 0.1 0.0
H 0.0 0.0 0.0
H 0.0 -0.1 0.0
H 0.0 0.0 0.0
H 0.0 0.0 0.0
H 0.0 0.0 0.0
H 0.0 0.0 0.0
H 0.0 0.0 -0.1
H 0.0 0.0 0.0
H 0.0 0.0 -0.1
H 0.0 0.1 0.0
H 0.0 0.0 0.1
H 0.1 0.0 0.0
H 0.0 0.0 0.0
H 0.0 0.0 0.0
H 0.0 0.0 0.0
H 0.0 0.0 0.0
H 0.0 0.0 0.0
H -0.1 0.0 0.0
H -0.1 0.0 0.1
H 0.0 0.0 0.0
H 0.0 0.0 0.0
H 0.0 0.0 0.0
H 0.0 0.1 0.0
H 0.1 0.0 0.0
H 0.0 0.0 -0.1
H 0.0 0.0 0.0
H 0.0 0.0 0.0
H -0.1 0.0 0.0
H 0.0 0.0 0.0
H 0.0 0.0 0.0
H 0.0 0.0 0.0
H 0.0 0.0 0.0
H 0.0 -0.1 0.0
H -0.1 -0.1 0.1
H 0.0 0.0 0.0
H 0.0 0.0 0.1
H 0.0 -0.1 0.0
H 0.1 0.0 0.0
H 0.0 -0.1 0.0
H 0.0 0.0 0.0
H -0.1 0.0 0.0
H 0.0 0.0 0.0
H 0.0 0.0 0.0
H 0.0 0.0 0.0
H -0.1 -0.1 0.0
O 0.2 0.0 0.9
C -0.3 -0.1 -0.2
C 0.4 0.1 -0.2
C -0.1 0.0 0.2
C -0.1 0.1 -0.1
C -0.2 0.0 0.0
C 0.3 0.0 0.0
C -0.4 -0.3 -0.2
O 0.1 0.1 0.1
N 0.1 -0.1 0.2
O -0.1 0.0 0.0
O 0.0 0.0 -0.1
H 0.0 -0.1 0.1
H 0.0 0.0 0.0
H 0.0 0.0 0.0
H 0.0 0.0 0.0
Cl 0.2 0.5 0.1
Ge -0.1 0.3 -0.1
Cl 0.0 -0.1 0.0
Cl 0.0 -0.1 0.0